The following is a DFT calculation (wB97M-V/def2-TZVPD) of C34H49ClO3P4Pt as an isolated structure in a non-equilibrium geometry.

```
! RIJCOSX wB97M-V def2-TZVPD def2/J DEFGRID3
* xyz 2 5
P -1.16 -2.01 -1.51
C -2.48 -1.94 -2.71
C -2.25 -2.36 -4.03
H -1.24 -2.62 -4.35
C -3.31 -2.46 -4.93
H -3.13 -2.81 -5.94
C -4.61 -2.13 -4.52
H -5.44 -2.22 -5.21
C -4.83 -1.68 -3.21
H -5.84 -1.42 -2.89
C -3.77 -1.57 -2.31
H -3.94 -1.22 -1.29
C 0.41 -2.05 -2.36
C 0.73 -1.01 -3.25
H -0.02 -0.24 -3.48
C 1.98 -0.98 -3.86
H 2.24 -0.15 -4.52
C 2.89 -2.03 -3.64
H 3.85 -2.02 -4.15
C 2.55 -3.08 -2.79
H 3.24 -3.92 -2.65
C 1.32 -3.09 -2.14
H 1.05 -3.92 -1.48
C -1.36 -3.47 -0.49
C -1.78 -4.67 -1.09
H -1.97 -4.69 -2.17
C -1.96 -5.82 -0.32
H -2.27 -6.74 -0.80
C -1.74 -5.77 1.06
H -1.89 -6.67 1.67
C -1.33 -4.58 1.67
H -1.15 -4.54 2.74
C -1.13 -3.44 0.90
H -0.79 -2.51 1.36
Pt -0.60 1.88 0.96
C 1.41 1.74 1.48
C 2.14 0.71 0.99
H 1.89 2.49 2.12
C 1.35 -0.30 0.18
O 1.46 -1.57 0.86
H 1.06 -2.28 0.33
C -0.09 0.14 0.06
H 1.77 -0.39 -0.84
C -1.19 -0.38 -0.45
Cl -2.96 2.20 0.34
P -1.38 1.03 3.07
P -0.23 3.25 -0.97
C -2.75 1.99 3.80
H -3.59 1.99 3.10
H -2.44 3.03 3.97
H -3.04 1.53 4.75
C -1.94 -0.69 3.07
H -1.06 -1.35 3.08
H -2.53 -0.88 2.16
H -2.55 -0.88 3.95
C -0.05 1.10 4.30
H 0.40 2.10 4.31
H 0.72 0.36 4.02
H -0.45 0.86 5.29
C -0.92 4.93 -0.89
H -0.29 5.55 -0.24
H -1.93 4.88 -0.48
H -0.93 5.35 -1.90
C 1.54 3.51 -1.24
H 2.03 2.55 -1.42
H 1.98 3.96 -0.33
H 1.70 4.18 -2.09
C -0.89 2.54 -2.49
H -1.91 2.17 -2.31
H -0.25 1.71 -2.82
H -0.91 3.31 -3.27
P 3.89 0.38 1.30
C 4.66 1.86 1.93
C 4.58 -0.10 -0.29
H 4.15 2.21 2.84
H 4.63 2.66 1.17
H 5.71 1.63 2.16
H 4.08 -1.00 -0.67
H 5.65 -0.30 -0.16
H 4.45 0.72 -1.01
C 4.01 -0.98 2.46
H 3.51 -0.70 3.40
H 5.08 -1.18 2.66
H 3.52 -1.85 2.03
H -2.15 0.13 -0.37
C 0.23 5.25 3.40
O 0.36 4.00 2.72
C -0.74 3.68 1.97
O -1.69 4.45 1.97
H 0.11 6.07 2.68
H 1.16 5.36 3.95
H -0.63 5.23 4.08
*
```

Values from the calculation:
* LUMO energy (spin up / spin down): -4.7 / -8.1 eV
* frontier orbital gap (spin up / spin down): 0.187 / 0.204 Eh
* electronic energy: -95101.6451 eV
* F_max: 9.081 eV Å⁻¹